Here is a molecular structure, C20H26CrNO6Sb2 at a distorted geometry from the OMol25 dataset. Energies are from ωB97M-V with the def2-TZVPD basis set.

Output
**E_tot**: -2808.39670 a.u.
**Expectation value of S²**: 3.8390
**M**: 671.95 g mol⁻¹
**Spin multiplicity**: 4
**ΔE to the lowest compared entry with this formula, charge and spin**: 21.3 kcal per mole
**Total charge**: +2

```
56
Properties=species:S:1:pos:R:3:forces:R:3
Cr -1.138 0.216 -0.679 -0.0132 -2.0019 -0.9632
O -1.914 3.024 -3.580 -0.2543 0.3470 0.0210
C -1.720 2.286 -2.533 0.4779 -0.5347 -0.3173
O -1.018 1.275 -2.508 -0.1387 0.4342 -0.2025
C -2.396 2.699 -1.280 -0.1341 0.1408 0.2801
C -3.279 3.748 -1.089 0.0461 -0.1118 -0.0062
C -3.812 3.918 0.185 -0.0450 0.0813 -0.2070
C -3.476 3.036 1.203 0.1299 -0.2480 0.2005
C -2.588 2.005 0.926 -0.1832 0.5848 -0.5187
N -2.055 1.871 -0.294 -0.9814 1.7269 0.4334
C -2.070 0.923 1.790 0.3783 -0.5741 0.2560
O -2.322 0.799 3.054 -0.1931 0.1131 0.1158
O -1.308 0.105 1.264 -0.1782 -0.0263 0.8115
H -1.477 2.673 -4.375 0.0717 -0.1135 0.0059
H -3.548 4.385 -1.921 0.0052 0.0676 0.0604
H -4.501 4.730 0.373 -0.0110 -0.0265 0.0367
H -3.916 3.154 2.185 0.0086 0.0117 0.0002
H -2.950 1.446 3.410 0.0102 0.0179 0.0160
C 1.821 2.801 -1.533 -0.1533 -0.1879 0.0631
Sb 1.265 1.193 -0.237 1.2912 0.3729 0.1780
C 1.521 2.159 1.655 -0.1933 -0.2054 -0.2306
C 3.044 -0.061 -0.322 -0.4080 0.3202 -0.0396
C 3.096 -1.042 0.803 -0.0581 -0.2959 0.0983
C 3.660 -0.649 2.016 -0.0395 0.0560 -0.0514
C 3.755 -1.523 3.084 -0.0375 -0.0235 0.0703
C 3.276 -2.820 2.955 0.0247 0.1045 0.0653
C 2.710 -3.222 1.759 -0.0708 0.0211 -0.1920
C 2.618 -2.358 0.664 0.2803 0.1832 0.3819
C 2.057 -2.866 -0.611 -1.0626 0.3401 -0.2878
Sb -0.050 -2.256 -0.911 0.7244 -1.1548 0.2306
C -0.971 -3.291 0.715 0.0398 0.1926 -0.1231
C -0.499 -3.638 -2.481 -0.0174 0.4260 0.1261
H 2.832 3.111 -1.277 -0.0031 0.0113 0.0204
H 1.141 3.639 -1.389 0.0191 0.0174 -0.0056
H 1.793 2.479 -2.571 0.0005 -0.0147 0.0052
H 2.519 2.591 1.678 0.0028 0.0111 0.0144
H 1.406 1.442 2.465 0.0337 -0.0196 -0.0133
H 0.781 2.953 1.754 0.0245 0.0242 0.0096
H 3.863 0.655 -0.259 0.0109 0.0077 -0.0621
H 3.048 -0.517 -1.310 0.0712 0.0284 -0.0021
H 4.053 0.357 2.111 0.0258 -0.0203 0.0147
H 4.205 -1.199 4.013 0.0298 -0.0054 -0.0205
H 3.365 -3.515 3.778 -0.0418 -0.0131 -0.0083
H 2.346 -4.237 1.649 0.0504 -0.0180 0.0208
H 1.976 -3.951 -0.621 0.1181 -0.0271 -0.0303
H 2.582 -2.533 -1.504 0.1027 -0.0960 0.0204
H -0.798 -4.359 0.597 0.0226 -0.0095 0.0086
H -2.040 -3.087 0.689 0.0012 -0.0259 0.0205
H -0.561 -2.943 1.661 0.0306 -0.0103 -0.0086
H -0.239 -4.631 -2.121 0.0604 0.0121 0.0215
H 0.072 -3.392 -3.372 0.0067 -0.0190 -0.0116
H -1.560 -3.576 -2.703 -0.0026 -0.0274 -0.0267
O -3.174 -0.512 -0.596 0.5353 0.3855 0.2356
C -3.178 -1.021 -1.756 0.0669 -0.2159 -0.5449
O -2.129 -1.073 -2.429 -0.4877 0.0202 -0.1053
H -4.119 -1.402 -2.173 0.0064 -0.0328 0.1357
```
Forces are in eV/Å.

***

Here is a molecular structure, C20H26Cu2F3N4O3 at a distorted geometry from the OMol25 dataset. Energies are from ωB97M-V with the def2-TZVPD basis set.

Output
**E_tot**: -4802.66516 a.u.
**M**: 554.54 g mol⁻¹
**ΔE to the lowest compared entry with this formula, charge and spin**: 0.0 kcal per mole
**Total charge**: +1

```
58
Properties=species:S:1:pos:R:3:forces:R:3
Cu 1.878 2.469 -0.091 -0.2790 -1.9046 -0.2178
Cu -0.608 2.100 1.466 0.7938 -1.4042 -0.7417
O 0.662 0.722 0.238 -0.1383 2.3856 0.8484
H 1.112 0.151 -0.387 0.1231 0.0989 -0.3413
N -1.158 -1.527 0.871 0.8252 -0.5202 -0.9430
C -2.266 -1.200 1.579 -0.2973 0.2388 -0.2802
C -3.045 -2.318 1.660 -1.1495 -0.3096 0.2099
C -2.441 -3.340 0.915 1.6524 -0.1618 -0.3632
C -1.230 -2.834 0.441 -1.2070 0.0920 0.7139
H -0.456 -0.882 0.539 -0.0338 0.2759 0.2558
H -2.533 -0.171 1.770 0.1958 -0.0272 0.3646
H -3.990 -2.433 2.168 0.0034 0.2846 -0.0412
H -2.762 -4.357 0.761 -0.1696 0.0234 0.1363
H -0.441 -3.326 -0.101 0.1483 0.1487 0.0035
N -0.968 -2.248 -2.956 -0.7603 -0.1089 -1.0569
C -0.886 -2.544 -4.301 1.1895 -0.2212 0.3855
C -0.308 -1.464 -4.923 -0.7530 -0.6187 -0.2667
C -0.203 -0.434 -3.969 0.3729 0.1654 -0.6362
C -0.659 -0.934 -2.780 0.8973 0.2438 0.9090
H -1.276 -2.899 -2.258 -0.2496 0.2056 0.1728
H -1.053 -3.541 -4.673 -0.1681 0.0338 0.0765
H -0.026 -1.435 -5.963 -0.0785 0.1243 -0.0124
H 0.238 0.511 -4.251 -0.2615 0.2368 0.5809
H -0.628 -0.505 -1.788 -0.2534 0.0409 -0.0978
N 4.523 2.357 -1.146 -0.1661 0.0863 0.1878
C 3.858 2.286 -2.357 -0.1449 -0.2222 0.0128
C 3.274 1.037 -2.431 -0.2890 0.6302 -0.2670
C 3.545 0.384 -1.228 0.6075 -0.9151 0.9250
C 4.379 1.171 -0.461 -1.0045 0.1167 -0.2415
H 4.951 3.168 -0.733 0.3274 0.0636 -0.3795
H 3.893 3.065 -3.099 0.1124 0.1412 0.1428
H 2.717 0.586 -3.237 -0.0194 0.3089 -0.1360
H 3.216 -0.610 -0.960 0.1577 -0.0190 -0.0408
H 4.804 0.985 0.508 0.1363 0.1708 -0.0096
N -1.717 3.885 -1.093 0.0444 0.5580 0.2347
C -1.743 2.637 -1.663 0.6363 -0.4920 0.3911
C -2.991 2.426 -2.161 0.1278 -0.6664 -0.2365
C -3.751 3.577 -1.910 -0.0241 1.2168 0.3669
C -2.927 4.497 -1.275 -0.7468 -0.8880 -0.0520
H -0.968 4.312 -0.581 0.2358 0.0584 -0.3045
H -0.880 1.988 -1.693 0.0386 0.1297 0.0645
H -3.254 1.511 -2.667 -0.2505 0.1134 -0.0226
H -4.788 3.762 -2.136 0.0392 -0.0771 -0.1607
H -3.141 5.481 -0.898 0.0726 0.0220 0.0038
C -0.431 -1.577 5.874 0.7194 0.3142 0.1979
C -0.382 -1.839 4.373 -2.1986 -0.1220 1.2714
O 0.887 -1.643 3.805 1.6658 -0.1975 -0.4681
C 1.229 -0.481 3.307 -2.2639 -0.7876 0.6883
O 0.508 0.477 3.331 -0.0724 1.4376 -0.4043
C 2.540 -0.573 2.591 1.1906 -0.2124 -0.6667
F 2.963 0.625 2.183 -0.0168 0.2440 0.1798
F 3.485 -1.106 3.359 -0.0041 0.0090 0.0716
F 2.402 -1.344 1.502 -0.0182 -0.0609 0.0598
H -1.433 -1.702 6.282 -0.0543 -0.3496 -0.2418
H -0.165 -0.550 6.140 0.1310 0.0135 -0.2795
H 0.267 -2.231 6.398 -0.1408 -0.0528 0.0721
H -1.171 -1.239 3.916 0.4847 0.0913 -0.4218
H -0.650 -2.880 4.194 0.2844 0.0147 -0.1965
```
Forces are in eV/Å.

***

Here is a molecular structure, C20H26Cu2F3N4O3 at a distorted geometry from the OMol25 dataset. Energies are from ωB97M-V with the def2-TZVPD basis set.

Output
**E_tot**: -4802.64855 a.u.
**M**: 554.54 g mol⁻¹
**ΔE to the lowest compared entry with this formula, charge and spin**: 10.4 kcal per mole
**Total charge**: +1

```
58
Properties=species:S:1:pos:R:3:forces:R:3
Cu -2.227 0.239 -2.468 -0.0857 -0.2478 1.6796
Cu -0.438 2.444 -1.332 0.0205 -1.6697 0.7377
O -0.914 0.450 -0.588 -0.4859 1.8278 -1.6244
H -0.067 0.150 -0.234 0.2515 -0.1449 -0.4169
N -1.555 1.302 2.019 -0.3909 -0.3640 -0.4787
C -1.124 0.604 3.117 -0.4911 0.8940 -0.0101
C -1.380 1.416 4.206 0.5845 -0.8316 0.4498
C -1.958 2.619 3.762 -0.5340 -0.3152 -0.4275
C -2.134 2.477 2.403 0.7915 0.9249 0.1919
H -1.465 0.998 1.050 -0.0550 -0.0152 0.3771
H -0.755 -0.398 2.996 0.1229 -0.0105 0.2492
H -1.158 1.149 5.228 -0.0234 0.0464 -0.0241
H -2.269 3.459 4.359 0.0044 -0.0064 0.0271
H -2.417 3.250 1.701 -0.1701 -0.2287 -0.1322
N 1.286 1.344 -3.771 0.4821 0.7536 0.3904
C 1.857 0.656 -2.721 -0.4811 -0.6252 -0.1762
C 3.160 0.389 -3.051 -0.2997 0.7563 0.4025
C 3.403 1.064 -4.269 0.6288 -0.2827 -0.7633
C 2.264 1.684 -4.695 -1.0556 -0.6933 0.4137
H 0.313 1.585 -3.813 0.0094 0.1067 -0.2789
H 1.204 0.324 -1.929 0.2691 -0.1983 0.0481
H 3.903 -0.129 -2.468 -0.1324 -0.1517 0.0399
H 4.309 0.941 -4.843 0.0485 0.4150 0.0546
H 1.956 2.236 -5.565 0.3940 -0.0173 -0.1547
N -4.305 1.938 -1.721 -0.4044 0.6799 -0.4346
C -4.077 0.983 -0.761 0.4589 -0.1796 -0.2179
C -4.645 -0.196 -1.214 0.6231 0.2596 0.1547
C -5.308 0.108 -2.432 0.1663 -0.2421 -0.5704
C -5.092 1.432 -2.730 -0.1139 -0.6277 0.3136
H -4.090 2.918 -1.647 -0.1078 0.0153 0.2740
H -3.604 1.252 0.170 0.0667 -0.1657 -0.0131
H -4.583 -1.151 -0.716 -0.1685 0.0180 0.0819
H -5.859 -0.604 -3.025 -0.0806 0.1194 -0.0372
H -5.512 2.023 -3.525 0.2455 0.1700 -0.0045
N -1.601 -2.237 0.742 -0.1880 -0.5751 0.5159
C -0.981 -3.424 0.405 -0.1699 0.2161 0.1977
C -1.681 -4.438 1.018 0.8834 -0.2373 -0.5035
C -2.728 -3.876 1.762 -0.5980 0.5823 -0.1298
C -2.649 -2.516 1.581 -0.4132 0.1628 -0.3991
H -1.413 -1.289 0.469 0.3611 -0.1335 -0.3348
H -0.068 -3.473 -0.162 -0.0617 0.1253 -0.1087
H -1.419 -5.479 0.918 -0.0779 -0.0147 0.1069
H -3.534 -4.400 2.249 0.1432 0.0136 0.2365
H -3.319 -1.708 1.832 0.0125 -0.1357 0.3577
C 6.417 0.037 1.944 -0.4505 1.2040 0.0543
C 5.524 0.429 0.760 0.7808 -1.6432 0.2439
O 4.167 0.135 1.145 -1.2448 1.1045 0.1283
C 3.690 -1.081 0.985 1.1847 0.6086 -0.3528
O 4.329 -1.998 0.570 -0.3371 -0.8310 -0.0376
C 2.179 -1.179 1.270 0.8146 0.2575 0.0077
F 1.940 -2.282 1.946 -0.4793 -0.0894 -0.1434
F 1.654 -0.134 1.902 0.0705 0.0034 0.1915
F 1.584 -1.208 0.052 -0.4297 -0.3916 -0.1151
H 6.432 -1.039 2.080 0.3062 -0.0438 -0.2036
H 5.998 0.472 2.854 -0.0467 0.0076 -0.0076
H 7.398 0.502 1.840 0.1615 -0.4575 -0.1227
H 5.785 -0.226 -0.075 -0.1224 0.1570 -0.1165
H 5.573 1.457 0.419 -0.1875 0.1402 0.4140
```
Forces are in eV/Å.

***

Here is C20H26F3NO2S in the gas phase from the OMol25 dataset. Energies are from ωB97M-V with the def2-TZVPD basis set.

Output
**E_tot**: -1680.77660 a.u.
**M**: 401.49 g mol⁻¹
**ΔE to the lowest compared entry with this formula, charge and spin**: 0.0 kcal per mole

```
53
Properties=species:S:1:pos:R:3:forces:R:3
C 4.135 2.233 0.005 -0.3765 -0.0739 -0.1378
C 2.807 2.583 -0.650 0.2608 0.3898 0.2838
H 2.963 3.107 -1.596 -0.0577 -0.0502 0.1243
H 2.212 3.204 0.028 0.0614 -0.0509 -0.1743
O 2.042 1.426 -0.997 0.1003 -0.1507 -0.3194
C 1.297 0.876 -0.031 -0.2761 -0.0599 0.1367
O 1.312 1.256 1.110 0.0447 0.0857 0.0561
C 0.445 -0.277 -0.556 -0.0840 -0.1913 -0.1392
C -0.712 -0.534 0.412 0.0808 0.3829 0.1198
C -1.706 0.627 0.430 0.0926 -0.1453 0.1897
N -2.217 0.867 -0.905 -0.0428 -0.0037 0.1370
C -1.143 1.220 -1.809 0.0452 -0.2721 -0.2327
C -0.152 0.066 -1.925 0.0476 0.3125 0.0260
H -0.683 -0.810 -2.300 -0.0023 -0.0532 -0.0166
H 0.635 0.329 -2.631 0.0114 -0.0723 -0.0163
H -1.568 1.424 -2.795 0.0427 0.0662 0.0375
H -0.613 2.132 -1.471 -0.0681 0.0202 -0.0625
C -3.370 1.752 -1.058 -0.1707 0.1405 -0.2738
C -4.134 2.102 0.214 -0.2105 -0.1053 0.1190
H -4.782 2.960 0.025 0.1798 0.0182 -0.0206
H -3.503 2.322 1.069 0.0748 0.0423 -0.0034
S -5.206 0.674 0.600 -0.0228 -0.0020 -0.0370
C -4.982 -0.069 -1.056 -0.0594 -0.0798 0.2778
C -4.407 1.029 -1.932 0.0587 0.1310 0.0452
H -5.189 1.728 -2.233 -0.0481 0.0083 -0.0419
H -3.944 0.606 -2.822 0.0395 0.0414 -0.0818
H -4.280 -0.896 -0.956 -0.0333 -0.0168 -0.1340
H -5.945 -0.437 -1.401 0.0257 -0.0239 -0.0671
H -3.056 2.697 -1.531 -0.0119 -0.1028 0.0567
H -2.531 0.342 1.083 0.0274 0.0865 0.0107
H -1.210 1.519 0.852 -0.0748 -0.0414 0.0198
H -0.331 -0.671 1.424 -0.0165 -0.0786 -0.0236
H -1.239 -1.435 0.100 0.0128 -0.0541 -0.0084
C 1.358 -1.522 -0.707 -0.0932 0.1536 -0.0682
C 2.069 -1.875 0.568 0.0698 -0.2939 0.0660
C 3.289 -1.243 0.809 0.0204 -0.0659 0.0398
C 3.995 -1.417 1.981 -0.0094 0.0067 -0.0097
C 3.495 -2.253 2.965 -0.0338 -0.0160 0.0232
C 2.313 -2.926 2.738 -0.0251 0.0461 -0.0627
C 1.604 -2.755 1.548 0.0466 -0.0453 0.0621
C 0.355 -3.595 1.471 -0.3371 -0.2934 0.0935
F 0.595 -4.850 1.903 0.1922 -0.0941 0.1169
F -0.623 -3.120 2.266 -0.0133 0.1726 0.1505
F -0.196 -3.746 0.259 0.1189 0.1816 -0.3100
H 1.924 -3.600 3.487 -0.0069 -0.0526 0.0487
H 4.025 -2.390 3.894 0.0608 -0.0250 0.0892
H 4.932 -0.901 2.129 0.0880 0.0528 0.0028
H 3.687 -0.598 0.041 0.0366 0.1041 -0.0995
H 0.750 -2.343 -1.079 0.0234 0.0863 -0.0287
H 2.107 -1.290 -1.468 -0.0095 -0.0425 -0.0060
H 3.960 1.729 0.952 0.0332 -0.0225 0.0681
H 4.724 1.590 -0.645 0.0947 -0.0429 -0.0467
H 4.692 3.147 0.191 0.0929 0.0932 0.0213
```
Forces are in eV/Å.